No. 1
A molecular structure, C17H31Cl3O27S6 at a distorted geometry. Source: OMol25; level of theory: ωB97M-V with the def2-TZVPD basis set.

```
84
C17H31Cl3O27S6 (ωB97M-V with the def2-TZVPD basis set)
Cl 4.85 7.29 7.04
Cl 7.57 6.69 7.80
Cl 6.78 9.38 6.75
S 9.08 7.10 4.08
S 2.05 10.02 3.69
S 7.35 10.33 -0.29
S 5.10 5.58 3.17
S -1.77 5.34 1.71
S 1.90 1.90 2.03
O 1.63 1.56 3.40
O -1.08 5.04 3.19
O 5.84 9.73 -0.30
O -0.70 5.36 0.74
O 3.98 6.31 2.26
O 1.34 3.94 4.48
O 2.73 9.16 4.63
O 3.21 1.12 1.53
O 5.76 6.51 4.05
O 8.32 9.31 -0.03
O 0.85 1.14 1.03
O 4.02 4.71 3.96
O -2.66 6.45 1.71
O 9.37 6.77 5.43
O 8.85 5.76 3.14
O 3.04 4.22 5.87
O 7.05 11.08 1.15
O 2.02 3.30 1.72
O 8.07 8.06 3.72
O 5.77 4.65 2.30
O 2.50 2.16 5.30
O 10.42 7.49 3.20
O 0.45 9.74 3.88
O 7.62 11.40 -1.21
O -2.49 3.93 1.79
O 1.98 11.56 4.25
O 2.39 9.99 2.29
C 1.39 -0.01 0.41
C 9.64 5.74 1.96
C 10.13 7.16 1.83
C -1.20 3.68 3.58
C 4.80 1.39 5.32
C 3.67 2.00 6.15
C 5.96 10.60 1.87
C 2.82 5.42 4.18
C -0.24 10.98 3.73
C 2.93 0.27 0.38
C 2.18 3.46 5.18
C 2.69 6.28 2.93
C 6.55 7.67 6.65
C 5.34 9.47 1.02
C -1.64 2.90 2.30
C 0.80 12.15 3.66
C 4.05 3.46 6.53
H 5.72 1.13 5.85
H -0.95 11.09 4.55
H 1.19 -0.99 0.83
H 3.28 1.46 7.00
H 5.23 11.40 1.97
H -0.78 10.94 2.79
H 6.11 10.24 2.89
H 1.95 6.00 2.19
H 1.04 0.13 -0.61
H 2.75 6.14 5.00
H 9.43 7.91 1.46
H 5.10 2.03 4.49
H 11.08 7.34 1.33
H -2.18 1.98 2.53
H -2.03 3.54 4.28
H 0.49 12.99 4.27
H 3.98 3.67 7.60
H 4.26 9.64 1.02
H 2.50 7.32 3.23
H -0.30 3.31 4.07
H 5.04 3.73 6.19
H 3.54 -0.62 0.39
H -0.98 2.62 1.48
H 8.94 5.59 1.14
H 1.00 12.33 2.61
H 6.72 7.37 5.63
H 1.93 4.81 4.28
H 5.50 8.45 1.36
H 3.14 0.90 -0.49
H 10.46 5.02 1.99
H 4.57 0.45 4.82
```

## Properties
Gap between HOMO and LUMO   8.38 eV
HOMO energy   -8.29 eV
Spin multiplicity   1
Total charge   0
Calculated total energy   -6467.15529 Ha

Mulliken population analysis, charges in e, atoms 1 to 6:
1 Cl -0.1425
2 Cl -0.1627
3 Cl -0.1368
4 S 1.0986
5 S 1.1636
6 S 1.0145

=====

No. 2
3 unconnected molecules or ions with the total composition H7O3 at a distorted geometry. Source: OMol25; level of theory: ωB97M-V with the def2-TZVPD basis set.

```
10
H7O3 (ωB97M-V with the def2-TZVPD basis set)
O -0.96 0.11 0.49
O -0.62 -0.39 -2.08
O 1.41 0.44 1.45
H -0.78 -1.30 -2.09
H -1.86 0.01 0.87
H -0.03 -0.04 -2.69
H 2.25 -0.03 1.33
H 0.00 0.38 0.89
H 1.41 0.75 2.33
H -0.82 0.08 -0.50
```

## Properties
<S²>   0.751
Gap between HOMO and LUMO (alpha / beta)   3.85 / 13.26 eV
HOMO energy (alpha / beta)   -3.19 / -12.84 eV
Spin multiplicity   2
Total charge   0
Calculated total energy   -229.75896 Ha
Relative energy (zero: lowest compared OMol25 entry of this formula, charge and spin)   49.4 kJ/mol

natural (NBO) population analysis, charges in e, atoms 1 to 6:
1 O -1.1729
2 O -0.9960
3 O -1.0152
4 H 0.4817
5 H 0.2909
6 H 0.4865

=====

No. 3
A single C4H6N2S molecule at a distorted geometry. Source: OMol25; level of theory: ωB97M-V with the def2-TZVPD basis set.

```
13
C4H6N2S (ωB97M-V with the def2-TZVPD basis set)
S -2.63 -0.73 -0.10
N 1.05 -1.87 0.06
N -0.28 -2.04 0.14
C 1.37 -0.54 -0.14
C 0.08 1.63 0.05
C -0.82 -0.87 0.36
C 0.16 0.13 0.15
H -0.62 1.78 -0.79
H 1.60 -2.65 -0.28
H 2.28 0.04 -0.52
H -2.99 0.53 0.26
H 1.02 2.27 -0.22
H -0.22 2.32 1.03
```

## Properties
Gap between HOMO and LUMO   9.50 eV
HOMO energy   -8.72 eV
Spin multiplicity   1
Total charge   0
Calculated total energy   -663.64265 Ha
SMILES string   Cc1c[nH]nc1S
Relative energy (zero: lowest compared OMol25 entry of this formula, charge and spin)   225.5 kJ/mol

natural (NBO) population analysis, charges in e, atoms 1 to 6:
1 S -0.0280
2 N -0.3434
3 N -0.2666
4 C -0.0582
5 C -0.6468
6 C 0.0412

=====

No. 4
2 unconnected molecules or ions with the total composition C4H6INO at a distorted geometry. Source: OMol25; level of theory: ωB97M-V with the def2-TZVPD basis set.

```
13
C4H6INO (ωB97M-V with the def2-TZVPD basis set)
I -5.01 -0.82 -0.18
O -1.16 2.73 0.00
N -0.03 0.72 0.44
C 1.79 0.13 -0.89
C 0.69 -1.47 0.88
C -0.55 1.76 0.18
C 0.81 -0.31 0.20
H -4.06 0.37 0.56
H 2.23 -0.74 -1.51
H -0.18 -1.50 1.41
H 1.34 -2.32 0.87
H 2.76 0.62 -0.34
H 1.37 0.84 -1.62
```

## Properties
Gap between HOMO and LUMO   9.44 eV
HOMO energy   -9.17 eV
Spin multiplicity   1
Total charge   0
Calculated total energy   -583.65416 Ha
SMILES string   C=C(C)N=C=O.I
Relative energy (zero: lowest compared OMol25 entry of this formula, charge and spin)   171.6 kJ/mol

natural (NBO) population analysis, charges in e, atoms 1 to 6:
1 I -0.1130
2 O -0.5185
3 N -0.5473
4 C -0.6538
5 C -0.4216
6 C 0.8721

=====

No. 5
A single C3H6N2O molecule at a distorted geometry. Source: OMol25; level of theory: ωB97M-V with the def2-TZVPD basis set.

```
12
C3H6N2O (ωB97M-V with the def2-TZVPD basis set)
O -0.31 0.65 0.49
N 0.59 1.26 -0.30
N 0.12 2.46 -0.74
C 0.33 -2.10 -0.73
C 0.06 -0.49 1.09
C -0.55 -1.67 0.19
H 0.55 2.99 -1.50
H -1.58 -1.88 0.35
H 1.09 -0.53 1.07
H -0.46 -0.61 2.05
H 1.39 -1.91 -0.76
H -0.95 2.53 -0.88
```

## Properties
Gap between HOMO and LUMO (alpha / beta)   9.73 / 7.23 eV
HOMO energy (alpha / beta)   -8.67 / -7.38 eV
Spin multiplicity   1
Total charge   0
Calculated total energy   -302.40257 Ha
Relative energy (zero: lowest compared OMol25 entry of this formula, charge and spin)   762.8 kJ/mol

natural (NBO) population analysis, charges in e, atoms 1 to 6:
1 O -0.3804
2 N 0.0120
3 N -0.6546
4 C -0.0677
5 C -0.0730
6 C -0.3552

=====

No. 6
2 unconnected molecules or ions with the total composition CH5N2S at a distorted geometry. Source: OMol25; level of theory: ωB97M-V with the def2-TZVPD basis set.

```
9
CH5N2S (ωB97M-V with the def2-TZVPD basis set)
S 0.48 0.49 1.79
N 0.20 1.41 0.36
N -0.65 -0.81 -0.40
C 0.49 0.00 0.07
H 1.23 2.29 -0.07
H -0.81 -1.04 -1.40
H -0.88 -1.77 0.14
H -1.60 -0.35 -0.20
H 1.54 -0.22 -0.29
```

## Properties
Gap between HOMO and LUMO   9.25 eV
HOMO energy   -13.50 eV
Spin multiplicity   1
Total charge   +1
Calculated total energy   -548.40569 Ha
Relative energy (zero: lowest compared OMol25 entry of this formula, charge and spin)   346.1 kJ/mol

natural (NBO) population analysis, charges in e, atoms 1 to 6:
1 S 0.4223
2 N -0.6950
3 N -0.7344
4 C -0.1037
5 H 0.4232
6 H 0.4622

=====

No. 7
A molecular structure, C37H37F5P2Pd at a distorted geometry. Source: OMol25; level of theory: ωB97M-V with the def2-TZVPD basis set.

```
82
C37H37F5P2Pd (ωB97M-V with the def2-TZVPD basis set)
Pd -1.53 0.60 -1.68
P -0.42 -1.54 1.45
P 2.71 -0.72 1.25
F -1.12 0.56 4.37
F -1.29 3.52 2.41
F -1.61 3.27 4.57
F 0.34 2.75 3.69
F -2.74 1.11 3.00
C -5.57 0.90 -0.30
C -3.45 -3.69 2.59
C 1.92 -0.56 2.86
C 2.42 2.05 1.15
C -3.40 -4.04 0.19
C -1.43 1.29 3.27
C 4.14 2.37 -1.03
C -0.47 2.72 -3.23
C 3.57 3.49 -0.43
C -2.48 -3.00 0.03
C -4.52 3.02 0.15
C -2.26 -0.28 -3.38
C 3.05 0.93 0.59
C 5.47 -0.98 1.45
C 2.71 3.33 0.67
C 6.64 -1.70 1.70
C -4.33 0.34 -0.65
C -1.12 -0.94 -4.11
C -3.25 2.44 -0.08
C -2.57 -2.63 2.44
C 1.93 -1.78 0.07
C -3.88 -4.39 1.46
C 0.59 -2.14 0.12
C -3.23 1.16 -0.60
C 0.35 0.39 -2.52
C -5.68 2.24 0.08
C -1.91 -2.42 1.19
C 5.32 -3.71 2.12
C -2.47 1.12 -3.42
C 3.86 1.09 -0.56
C 0.27 -0.24 -3.88
C -1.61 2.16 -4.10
C -1.01 2.73 3.48
C 6.57 -3.06 2.04
C 4.16 -2.99 1.86
C 4.24 -1.62 1.56
C 0.04 1.74 -2.21
H -4.20 -0.68 -1.01
H 2.26 4.20 1.15
H -6.66 2.67 0.32
H 0.32 3.12 -3.87
H 4.82 2.49 -1.88
H 3.19 -3.49 1.87
H 5.26 -4.76 2.41
H 5.51 0.08 1.17
H -3.80 -3.96 3.58
H 0.54 2.17 -1.34
H 0.96 -0.02 2.83
H 0.96 -0.16 -1.78
H 2.58 0.00 3.55
H 4.27 0.21 -1.06
H -1.35 -1.07 -5.18
H 2.62 -2.19 -0.67
H -2.27 2.99 -4.38
H 0.52 0.42 -4.74
H 7.60 -1.19 1.63
H -1.23 1.74 -5.03
H -2.35 -1.95 3.27
H 7.48 -3.62 2.22
H -1.04 -1.95 -3.70
H -2.21 -2.64 -0.97
H 3.78 4.49 -0.81
H 1.70 1.93 1.96
H -4.58 4.07 0.39
H 0.18 -2.79 -0.67
H -3.46 1.46 -3.10
H 1.00 -1.06 -3.88
H -3.76 -4.58 -0.68
H -0.85 3.59 -2.68
H -6.46 0.28 -0.35
H 1.76 -1.57 3.26
H -4.60 -5.20 1.57
H -2.32 2.97 0.08
H -3.11 -0.92 -3.09
```

## Properties
<S²>   6.043
Gap between HOMO and LUMO (alpha / beta)   7.16 / 6.15 eV
HOMO energy (alpha / beta)   -12.64 / -14.27 eV
Spin multiplicity   5
Total charge   +2
Calculated total energy   -2741.23103 Ha
Relative energy (zero: lowest compared OMol25 entry of this formula, charge and spin)   24.0 kJ/mol

Mulliken population analysis, charges in e, atoms 1 to 6:
1 Pd -0.4425
2 P 0.1297
3 P 2.2183
4 F -0.1993
5 F -0.1934
6 F -0.2340

=====

Q: What is the formula in the second record?
A: H7O3